No. 1
Below is an isolated molecule of C4H9NO2 at a distorted geometry, with properties calculated with ωB97M-V/def2-TZVPD.

SMILES = C[C@@H](O)CC(N)=O
Charge = 0
HOMO-LUMO gap = 10.5453 eV
Maximum force = 4.05 eV Å⁻¹
E_HOMO = -0.3575 hartree
Relative energy (zero: lowest compared OMol25 entry of this formula, charge and spin) = 39.37 kcal/mol

Each line ends with the Löwdin charge.
Atoms and positions in Å:
C (-1.042, -0.098, -1.313)  -0.059
C (-0.608, 0.793, -0.118)  -0.434
O (-1.642, 1.414, 0.647)  -0.042
C (0.138, -0.199, 0.776)  -0.077
C (1.108, -0.916, -0.152)  -0.557
N (2.262, -0.271, -0.385)  0.190
O (0.875, -1.969, -0.750)  -0.002
H (-2.003, -0.529, -1.041)  0.071
H (-0.400, -1.162, -1.379)  0.121
H (-1.193, 0.542, -2.203)  0.076
H (0.089, 1.595, -0.424)  0.135
H (-2.365, 1.652, 0.053)  0.090
H (0.653, 0.255, 1.629)  0.124
H (-0.597, -0.921, 1.140)  0.134
H (2.851, -0.649, -1.110)  0.121
H (2.538, 0.541, 0.136)  0.109

***

No. 2
Below is a cluster of 2 separate species, C4H9NO2 in total, with properties calculated with ωB97M-V/def2-TZVPD.

Charge = 0
HOMO-LUMO gap = 9.5581 eV
Maximum force = 0.58 eV Å⁻¹
E_HOMO = -0.3156 hartree
Relative energy (zero: lowest compared OMol25 entry of this formula, charge and spin) = 80.00 kcal/mol

Each line ends with the Löwdin charge.
Atoms and positions in Å:
N (2.083, -1.904, 1.708)  0.061
C (1.355, -1.011, 1.048)  -0.229
O (0.109, -1.086, 1.537)  -0.031
C (0.518, 1.448, -0.133)  -0.016
C (-0.776, 1.148, -0.216)  -0.212
C (-1.338, 0.317, -1.333)  -0.288
O (-1.946, 1.193, -2.268)  -0.065
H (1.640, -2.476, 2.420)  0.099
H (3.061, -2.016, 1.494)  0.086
H (0.912, 2.083, 0.654)  0.071
H (1.232, 1.097, -0.871)  0.066
H (-0.380, -0.367, 1.098)  0.026
H (-1.474, 1.561, 0.512)  0.113
H (-0.524, -0.253, -1.804)  0.119
H (-2.061, -0.402, -0.914)  0.117
H (-2.411, 0.667, -2.930)  0.085

***

No. 3
Below is an isolated molecule of C4H9NO2, with properties calculated with ωB97M-V/def2-TZVPD.

SMILES = C/N=C\OCCO
Charge = 0
HOMO-LUMO gap = 10.2827 eV
Maximum force = 0.46 eV Å⁻¹
E_HOMO = -0.3482 hartree
Relative energy (zero: lowest compared OMol25 entry of this formula, charge and spin) = 65.85 kcal/mol

Each line ends with the Löwdin charge.
Atoms and positions in Å:
C (-1.563, -1.615, 0.584)  -0.143
N (-0.253, -1.723, 1.178)  0.000
C (0.872, -1.190, 0.996)  -0.243
O (1.498, -0.279, 0.185)  -0.069
C (1.102, 0.527, -0.924)  -0.165
C (0.489, 1.878, -0.571)  -0.240
O (-0.922, 1.892, -0.599)  -0.061
H (-2.189, -1.007, 1.257)  0.079
H (-1.632, -1.214, -0.438)  0.067
H (-2.035, -2.612, 0.564)  0.074
H (1.675, -1.503, 1.667)  0.125
H (2.050, 0.719, -1.441)  0.125
H (0.435, 0.000, -1.610)  0.127
H (0.895, 2.232, 0.388)  0.128
H (0.808, 2.592, -1.336)  0.121
H (-1.231, 1.303, 0.102)  0.075

***

No. 4
Below is an isolated molecule of C4H9NO2 at a distorted geometry, with properties calculated with ωB97M-V/def2-TZVPD.

SMILES = CN(C)[C@@H](O)C=O
Charge = 0
HOMO-LUMO gap = 9.4855 eV
Maximum force = 3.83 eV Å⁻¹
E_HOMO = -0.3331 hartree
Relative energy (zero: lowest compared OMol25 entry of this formula, charge and spin) = 62.31 kcal/mol

Each line ends with the Löwdin charge.
Atoms and positions in Å:
C (-1.550, 0.314, -0.280)  -0.088
N (-0.355, -0.403, 0.118)  -0.227
C (-0.465, -0.931, 1.467)  -0.089
C (0.865, 0.374, -0.033)  -0.424
O (1.968, -0.482, 0.070)  -0.042
C (1.051, 0.871, -1.470)  -0.173
O (1.096, 0.043, -2.362)  0.049
H (-1.474, 0.577, -1.335)  0.081
H (-1.725, 1.215, 0.329)  0.091
H (-2.402, -0.356, -0.178)  0.088
H (-1.259, -1.677, 1.484)  0.086
H (-0.695, -0.145, 2.201)  0.088
H (0.473, -1.410, 1.739)  0.083
H (0.963, 1.207, 0.689)  0.157
H (1.904, -1.019, -0.870)  0.186
H (1.602, 1.821, -1.568)  0.132